1.
Formula: C6H29NO8
Source: the Open Molecules 2025 dataset
Level of theory: wB97M-V/def2-TZVPD

```
44
C6H29NO8 (wB97M-V/def2-TZVPD)
C -0.3037 3.3833 0.7925
C 0.5947 2.0870 0.9139
C 0.1791 0.9786 0.0120
C 0.3520 -0.4649 0.4525
C -0.3846 -1.4793 -0.0067
C -0.0576 -2.9027 0.2562
N 0.8716 1.6558 2.2653
H -1.2846 3.2522 1.2302
H 0.1402 4.1738 1.4219
H -0.2603 3.8542 -0.2263
H 1.5788 2.4413 0.5335
H 0.6513 0.9392 -0.9715
H -0.9586 1.0175 -0.3122
H 1.1251 -0.7284 1.1776
H -1.4099 -1.2970 -0.3415
H 0.4281 -2.9993 1.2516
H -0.9312 -3.5392 0.0494
H 0.6722 -3.3853 -0.3801
H 1.0207 2.3711 2.9617
H 0.0271 1.1671 2.6211
H -3.3500 -0.5628 1.1960
H -3.0875 0.6846 1.7557
O -2.6986 0.1325 1.0759
H -1.1905 -1.8719 4.1043
H -0.5319 -1.2093 2.8209
O -0.3906 -1.6191 3.6683
H 4.1451 0.6085 -0.8006
H 3.0410 -0.3175 -0.6525
O 3.7405 -0.1638 -1.2956
H -3.4447 -2.7187 -0.6041
H -3.4423 -1.2875 -1.4776
O -3.9290 -1.9942 -1.0171
H 0.2801 0.6873 -4.7050
H 0.9562 0.9635 -3.3254
O 0.1640 1.1247 -3.8585
H -2.0700 1.0340 -2.6976
H -2.2830 -0.3077 -3.2785
O -2.2595 0.1333 -2.4376
H 3.4583 0.0470 2.8413
H 2.3454 0.7339 2.2903
O 3.2518 0.3488 1.9207
H 2.3073 -1.2345 -2.7254
H 1.4444 -2.3533 -3.2573
O 1.4931 -1.3829 -3.2420
```

structure (SMILES) = C/C=C/C[C@@H](C)N.O.O.O.O.O.O.O.O
ΔE to the lowest compared entry with this formula, charge and spin = 3.498 eV
E_HOMO = -0.316 Eh

---

2.
Formula: C6H29NO9
Source: the Open Molecules 2025 dataset
Level of theory: wB97M-V/def2-TZVPD

```
45
C6H29NO9 (wB97M-V/def2-TZVPD)
C -0.9289 0.5370 1.3988
N -0.9441 1.1644 0.0940
C -0.1327 2.2986 -0.1972
C 0.1704 3.2781 0.6568
C -0.1007 3.6187 2.0601
C 1.2637 1.8935 -2.2946
C 0.1860 2.4228 -1.6530
H -1.0638 1.3928 2.1001
H -0.1641 -0.1413 1.7391
H -1.8783 -0.0311 1.4795
H -0.9541 0.4884 -0.6452
H 0.8111 4.1082 0.1621
H -1.1626 3.9811 2.4266
H 0.2881 4.5611 2.4694
H -0.1456 2.7875 2.7374
H 1.3872 1.8635 -3.3548
H 2.1097 1.3491 -1.8389
H -0.4740 3.0518 -2.2602
H 2.9710 -1.8236 0.2804
H 3.9983 -1.4957 1.3305
O 3.8640 -2.1042 0.5657
H -2.3842 -3.8373 -0.3170
H -1.4286 -3.1874 0.7087
O -2.2444 -3.0260 0.1753
H 0.4106 -1.1371 -2.2272
H 1.5719 -0.6826 -3.1125
O 1.3020 -0.7296 -2.1962
H -1.5404 -2.4729 -1.0628
H -1.5819 -1.6083 -2.2966
O -0.9075 -2.1215 -1.8118
H -2.4034 4.7588 -0.8830
H -2.3353 3.5737 -1.8054
O -1.9583 4.4649 -1.6868
H 2.7531 -3.2292 1.7244
H 2.2626 -4.1064 0.7022
O 1.8759 -3.5865 1.5082
H 2.2145 -3.3002 -1.2563
H 3.4575 -4.1744 -1.0665
O 2.5087 -4.1552 -0.9430
H 0.2379 -3.9916 1.9967
H -0.7649 -4.7544 2.8201
O -0.7627 -4.1123 2.1087
H -3.8374 2.5302 0.3962
H -2.4051 2.5267 0.6414
O -3.1407 3.1578 0.6267
```

structure (SMILES) = C=C/C(=C/C)NC.O.O.O.O.O.O.O.O.O
ΔE to the lowest compared entry with this formula, charge and spin = 5.323 eV
E_HOMO = -0.285 Eh

---

3.
Formula: C6H2F6N3O16RbS6
Source: the Open Molecules 2025 dataset
Level of theory: wB97M-V/def2-TZVPD

```
40
C6H2F6N3O16RbS6 (wB97M-V/def2-TZVPD)
Rb -0.0700 -0.7870 -0.1421
C 3.6518 2.5524 0.8005
C 3.3187 1.5591 -0.2310
C 4.0760 1.5716 -1.6467
O 3.7405 0.9336 -2.6181
C 5.2147 2.4684 -1.7179
C 5.5466 3.3532 -0.7260
C 4.6327 3.3950 0.5759
O 4.8789 4.3044 1.4922
O 6.4338 4.2451 -1.0517
O 2.3607 0.7817 -0.1611
H 2.9206 2.5927 1.5943
H 5.8689 2.3876 -2.5734
N -1.3481 -1.9210 -2.5098
S -2.4237 -0.7950 -3.1903
O -3.6647 -0.5294 -2.4711
O -2.2845 -0.5919 -4.6397
F -1.6002 0.4340 -2.7080
S -2.3266 -3.1170 -2.6820
O -2.4254 -3.7253 -4.0357
O -3.4635 -3.2253 -1.7990
F -1.2617 -4.0592 -2.0315
N -1.8956 1.2675 1.0212
S -1.7153 2.7227 0.4855
O -1.5920 3.7748 1.4412
O -2.2619 3.0221 -0.8492
F -0.1906 2.4348 0.1529
S -3.5401 1.5062 1.1982
O -4.2804 1.3323 0.0064
O -4.0189 2.3764 2.2893
F -3.7324 0.0179 1.8130
N -0.6706 -2.3581 2.7004
S -0.0782 -3.4303 3.4980
O 1.0035 -4.2196 2.8829
O -0.8604 -4.1622 4.4351
F 0.7688 -2.4634 4.4931
S -1.8579 -3.3269 2.0130
O -3.0593 -3.4525 2.8414
O -1.4821 -4.5036 1.2196
F -2.3114 -2.3658 0.8303
```

E_HOMO (alpha / beta) = -0.077 / -0.058 Eh
2S+1 = 2
net charge = -3

---

4.
Formula: C6H2O3S
Source: the Open Molecules 2025 dataset
Level of theory: wB97M-V/def2-TZVPD

```
12
C6H2O3S (wB97M-V/def2-TZVPD)
C -1.3603 -0.7498 -0.6763
C -0.3191 -0.9916 0.1468
C -1.1531 0.6747 -1.1657
C 1.6782 -0.2353 1.3598
C 0.6430 0.1101 0.2465
C 0.1109 1.1627 -0.5026
O -1.9034 1.2947 -1.9890
O 2.8300 0.1460 1.2157
O 1.1688 -0.7347 2.3540
S 0.5431 2.7790 -0.6318
H -2.0784 -1.5006 -0.9154
H -0.1597 -1.9553 0.5579
```

structure (SMILES) = O=C1C=CC(=C([O-])[O-])C1=S
E_HOMO (alpha / beta) = 0.030 / 0.030 Eh
net charge = -2

---

One value per record, in order, for electronic energy: -902.600383; -977.806154; -4610.286641; -853.703696 a.u..